# 1
# C37H51F5OReSSbSi4Te

C37H51F5OReSSbSi4Te as an isolated structure in a non-equilibrium geometry (ωB97M-V/def2-TZVPD, OMol25).

Output
* molecular weight: 1186.782 u
* calculated total energy: -113133.75332 eV
* expectation value of S²: 0.8137

Structure (ORCA input):
```
! wB97M-V def2-TZVPD RIJCOSX def2/J DEFGRID3
* xyz 1 2
Re -0.098 0.363 0.375
F 4.155 -4.753 1.090
C 3.701 -3.536 0.857
C 2.518 -3.110 1.438
F 1.816 -3.908 2.230
C 2.076 -1.830 1.181
F 0.906 -1.415 1.743
C 2.756 -0.941 0.360
S 2.195 0.699 0.103
C 3.940 -1.396 -0.213
F 4.632 -0.593 -1.008
C 4.406 -2.677 0.026
F 5.528 -3.092 -0.541
C -3.193 -1.895 1.631
C -2.860 -1.186 0.317
C -3.139 -2.088 -0.882
C -3.655 0.117 0.199
O -1.471 -0.889 0.345
H -4.271 -1.984 1.758
H -2.781 -1.317 2.460
H -2.746 -2.889 1.655
H -4.189 -2.378 -0.889
H -2.527 -2.989 -0.833
H -2.909 -1.562 -1.811
H -4.725 -0.086 0.192
H -3.392 0.637 -0.726
H -3.416 0.766 1.046
C -1.084 1.343 7.077
Si -0.371 0.810 5.407
C -0.919 -0.953 5.004
C 1.518 0.875 5.417
Si -1.164 2.562 3.965
Te -0.277 2.542 1.598
Si -0.192 4.694 4.455
C -0.528 5.158 6.256
C 1.676 4.595 4.180
C -0.977 5.981 3.310
Si -3.570 2.509 4.200
C -4.216 0.739 4.363
C -3.984 3.486 5.761
C -4.386 3.348 2.713
H -0.561 0.850 7.900
H -2.142 1.085 7.157
H -0.988 2.421 7.212
H -0.487 -1.649 5.727
H -0.580 -1.260 4.011
H -2.003 -1.066 5.043
H 1.941 0.036 5.973
H 1.875 1.797 5.881
H 1.915 0.840 4.399
H 0.040 4.530 6.946
H -1.584 5.068 6.514
H -0.230 6.194 6.438
H 2.166 4.043 4.983
H 2.130 5.587 4.135
H 1.899 4.083 3.240
H -1.962 6.282 3.672
H -1.094 5.578 2.301
H -0.359 6.878 3.246
H -4.029 0.339 5.362
H -3.744 0.071 3.640
H -5.294 0.700 4.191
H -3.477 3.084 6.639
H -5.059 3.454 5.952
H -3.695 4.533 5.656
H -4.385 2.701 1.833
H -3.862 4.273 2.459
H -5.427 3.600 2.932
C 2.766 5.229 -3.065
C 2.426 4.158 -3.877
C 1.523 3.204 -3.429
C 0.960 3.325 -2.163
C 1.298 4.400 -1.350
C 2.204 5.347 -1.801
Sb -0.548 1.933 -1.591
C -0.827 0.668 -3.256
C 0.219 -0.140 -3.693
C 0.002 -1.079 -4.690
C -1.262 -1.215 -5.249
C -2.304 -0.403 -4.823
C -2.091 0.534 -3.822
C -2.202 3.260 -1.757
C -2.380 3.835 -3.013
C -3.424 4.722 -3.224
C -4.288 5.037 -2.183
C -4.108 4.467 -0.932
C -3.065 3.577 -0.719
H 3.461 5.977 -3.422
H 2.859 4.065 -4.865
H 1.260 2.372 -4.072
H 0.857 4.518 -0.368
H 2.464 6.185 -1.168
H 1.209 -0.031 -3.261
H 0.817 -1.706 -5.028
H -1.435 -1.965 -6.010
H -3.284 -0.497 -5.273
H -2.907 1.166 -3.491
H -1.703 3.599 -3.827
H -3.562 5.171 -4.199
H -5.102 5.730 -2.350
H -4.780 4.716 -0.120
H -2.925 3.136 0.260
*
```

---

# 2
# C24H21N5O5

A 2-piece molecular cluster, C24H21N5O5 overall in a non-equilibrium geometry (ωB97M-V/def2-TZVPD, OMol25).

Output
* molecular weight: 459.462 u
* calculated total energy: -42908.30533 eV
* structure (SMILES): N#Cc1cc([N+](=O)[O-])cc2c1no[n+]2[O-].OC(c1ccccc1)(c1ccccc1)[C@@H]1CCCN1

Structure (ORCA input):
```
! wB97M-V def2-TZVPD RIJCOSX def2/J DEFGRID3
* xyz 0 1
N -0.507 -6.363 4.434
C -0.065 -5.282 4.411
C 0.478 -3.962 4.346
C 1.839 -3.641 4.310
C 2.263 -2.284 4.251
N 3.664 -2.026 4.422
O 4.449 -3.000 4.553
O 4.067 -0.835 4.441
C 1.336 -1.228 4.168
C -0.006 -1.561 4.278
N -1.152 -0.763 4.425
O -1.327 0.446 4.508
O -2.247 -1.666 4.558
N -1.814 -3.004 4.502
C -0.473 -2.895 4.349
H 2.580 -4.435 4.359
H 1.658 -0.191 4.112
O -1.869 6.806 0.617
C -0.469 6.543 0.669
C 0.134 7.872 1.130
C -0.640 8.675 1.967
C -0.159 9.920 2.371
C 1.111 10.351 1.983
C 1.895 9.530 1.167
C 1.408 8.293 0.734
C -0.172 5.396 1.647
C -1.100 4.363 1.765
C -0.856 3.306 2.645
C 0.300 3.290 3.425
C 1.235 4.317 3.291
C 1.011 5.366 2.392
C 0.014 6.042 -0.701
C -0.141 7.063 -1.826
C -0.442 6.222 -3.074
C -0.878 4.831 -2.565
N -0.742 4.883 -1.109
H -2.301 6.111 0.086
H -1.627 8.338 2.281
H -0.793 10.559 2.985
H 1.491 11.316 2.313
H 2.885 9.857 0.847
H 2.016 7.651 0.092
H -2.014 4.391 1.173
H -1.580 2.500 2.715
H 0.461 2.484 4.136
H 2.146 4.306 3.884
H 1.746 6.162 2.271
H 1.068 5.741 -0.618
H -0.981 7.730 -1.585
H 0.764 7.667 -1.919
H -1.203 6.679 -3.711
H 0.474 6.107 -3.663
H -1.917 4.606 -2.860
H -0.249 4.029 -2.992
H -0.408 4.010 -0.717
*
```

---

# 3
# C15H40BNO2P

A 3-piece molecular cluster, C15H40BNO2P overall (ωB97M-V/def2-TZVPD, OMol25).

Output
* molecular weight: 308.276 u
* calculated total energy: -31754.96195 eV

Structure (ORCA input):
```
! wB97M-V def2-TZVPD RIJCOSX def2/J DEFGRID3
* xyz -1 1
C 0.831 0.121 -1.304
C 2.085 0.893 -1.746
O 2.740 1.465 -0.609
C 1.778 1.992 -2.792
O 1.611 3.225 -2.202
B 1.626 4.398 -3.108
P 3.382 5.274 -2.971
N 3.918 6.204 -4.161
H 0.798 0.064 -0.215
H -0.082 0.600 -1.660
H 0.839 -0.904 -1.686
H 2.785 0.190 -2.213
H 3.481 0.899 -0.380
H 0.850 1.688 -3.312
H 2.567 1.995 -3.560
H 0.794 5.234 -2.779
H 1.525 4.105 -4.292
H 4.295 4.220 -2.635
H 3.461 5.923 -1.708
H 4.295 7.079 -3.821
C 0.071 3.553 1.433
C -1.407 3.328 1.732
C -1.693 3.008 3.199
C -1.026 1.728 3.710
C -1.381 0.474 2.912
C -2.870 0.145 2.930
H 0.673 2.667 1.641
H 0.240 3.799 0.384
H 0.464 4.374 2.039
H -1.791 2.526 1.095
H -1.971 4.223 1.455
H -2.775 2.940 3.352
H -1.355 3.847 3.817
H -1.310 1.575 4.757
H 0.059 1.857 3.704
H -0.823 -0.373 3.319
H -1.046 0.586 1.878
H -3.227 0.005 3.954
H -3.080 -0.770 2.374
H -3.463 0.942 2.478
C -0.954 -2.847 1.215
C -0.375 -4.257 1.196
C 0.377 -4.583 -0.094
C -0.469 -4.505 -1.366
C -1.711 -5.395 -1.366
C -1.397 -6.881 -1.232
H -1.689 -2.704 0.421
H -1.450 -2.635 2.162
H -0.169 -2.100 1.073
H -1.176 -4.985 1.358
H 0.314 -4.377 2.037
H 0.821 -5.579 -0.007
H 1.215 -3.887 -0.198
H 0.161 -4.776 -2.220
H -0.774 -3.470 -1.538
H -2.261 -5.225 -2.295
H -2.384 -5.091 -0.559
H -0.740 -7.213 -2.039
H -2.305 -7.485 -1.271
H -0.897 -7.103 -0.288
*
```

---

# 4
# C54H144O54S18

A 18-piece molecular cluster, C54H144O54S18 overall in a non-equilibrium geometry (ωB97M-V/def2-TZVPD, OMol25).

Output
* molecular weight: 2234.898 u
* calculated total energy: -363923.15790 eV

Structure (ORCA input):
```
! wB97M-V def2-TZVPD RIJCOSX def2/J DEFGRID3
* xyz 0 1
O 24.334 13.302 29.210
S 24.052 13.423 27.819
O 22.752 13.838 27.384
O 24.976 14.426 27.111
C 26.390 14.420 27.318
C 27.021 15.317 26.289
C 24.443 11.878 27.049
H 26.681 13.368 27.217
H 26.634 14.753 28.334
H 26.697 16.324 26.462
H 26.734 15.024 25.296
H 28.116 15.246 26.434
H 23.913 11.811 26.075
H 24.005 11.178 27.738
H 25.460 11.592 26.874
O 12.653 13.101 29.885
S 11.330 13.464 29.577
O 10.449 14.227 30.420
O 11.475 14.217 28.227
C 10.380 15.109 27.705
C 11.014 16.079 26.785
C 10.512 12.012 28.933
H 9.930 15.657 28.533
H 9.598 14.410 27.374
H 11.806 16.580 27.378
H 10.244 16.847 26.579
H 11.396 15.747 25.812
H 9.469 12.042 28.693
H 10.639 11.181 29.630
H 10.979 11.692 28.019
O 12.446 14.580 12.761
S 12.519 15.962 13.155
O 11.417 16.857 13.098
O 13.065 16.053 14.680
C 13.862 14.885 15.259
C 12.889 13.881 15.893
C 13.908 16.758 12.394
H 14.511 15.467 15.930
H 14.412 14.344 14.482
H 12.183 14.342 16.619
H 13.444 13.155 16.520
H 12.391 13.247 15.132
H 14.819 16.211 12.462
H 13.964 17.727 12.823
H 13.739 16.917 11.304
O 24.292 14.700 24.543
S 23.590 14.721 23.255
O 24.271 14.314 22.061
O 22.280 13.854 23.316
C 21.366 14.227 24.376
C 20.621 13.063 24.985
C 22.984 16.425 23.004
H 20.628 15.014 24.025
H 21.975 14.660 25.129
H 20.145 13.437 25.902
H 21.348 12.374 25.439
H 19.931 12.544 24.289
H 22.198 16.333 22.271
H 23.935 16.912 22.810
H 22.503 16.917 23.855
O 20.108 12.095 15.891
S 20.120 11.457 17.189
O 20.723 10.191 17.410
O 20.786 12.334 18.201
C 20.526 13.835 18.210
C 21.711 14.445 18.892
C 18.409 11.335 17.674
H 19.621 13.846 18.849
H 20.301 14.129 17.189
H 21.465 15.486 19.014
H 22.620 14.277 18.285
H 21.910 13.971 19.901
H 18.346 11.217 18.743
H 18.199 10.425 17.189
H 17.852 12.195 17.324
O 13.917 16.604 21.071
S 13.498 15.418 20.412
O 13.572 15.372 18.972
O 14.425 14.194 20.944
C 14.413 12.950 20.131
C 15.645 12.941 19.280
C 11.904 14.959 21.062
H 13.543 12.849 19.433
H 14.340 12.171 20.913
H 15.852 11.995 18.779
H 16.484 13.167 19.886
H 15.613 13.739 18.571
H 12.121 14.909 22.140
H 11.484 14.015 20.670
H 11.153 15.689 20.716
O 17.052 9.034 26.833
S 17.898 9.856 26.003
O 17.263 10.471 24.872
O 18.504 10.966 26.829
C 18.821 10.992 28.244
C 19.441 12.299 28.582
C 19.296 9.044 25.401
H 19.468 10.152 28.513
H 17.906 10.718 28.733
H 20.453 12.409 28.127
H 19.697 12.344 29.634
H 18.821 13.197 28.328
H 19.881 9.673 24.757
H 18.844 8.258 24.891
H 19.875 8.592 26.166
O 18.905 21.284 22.961
S 18.762 19.869 22.984
O 18.607 19.199 24.235
O 17.493 19.550 22.145
C 17.240 20.332 20.918
C 15.733 20.461 20.567
C 20.069 19.071 22.171
H 17.744 19.774 20.112
H 17.640 21.338 21.071
H 15.100 19.568 20.590
H 15.631 20.996 19.645
H 15.252 21.058 21.396
H 20.055 19.376 21.136
H 19.879 17.999 22.180
H 21.003 19.394 22.653
O 18.461 19.658 30.904
S 18.523 18.319 30.341
O 19.784 17.807 29.877
O 17.813 17.240 31.300
C 16.705 17.534 32.240
C 17.281 18.204 33.523
C 17.369 18.248 28.914
H 16.281 16.525 32.353
H 16.009 18.213 31.679
H 17.674 19.191 33.209
H 18.097 17.706 34.035
H 16.460 18.349 34.241
H 16.406 18.417 29.404
H 17.486 17.200 28.572
H 17.676 18.987 28.197
O 18.728 18.258 18.739
S 18.006 17.836 17.562
O 17.861 16.426 17.345
O 16.602 18.442 17.872
C 15.458 18.022 17.022
C 14.172 18.731 17.463
C 18.619 18.502 16.083
H 15.323 16.930 17.064
H 15.644 18.232 15.965
H 13.756 18.438 18.453
H 13.414 18.528 16.716
H 14.304 19.830 17.615
H 19.712 18.618 16.072
H 18.163 19.457 15.856
H 18.297 17.839 15.316
O 19.886 15.501 21.821
S 18.574 14.926 21.891
O 18.357 13.626 21.318
O 18.310 14.913 23.395
C 16.904 14.691 23.836
C 16.976 14.501 25.335
C 17.397 16.084 21.212
H 16.517 13.888 23.220
H 16.411 15.681 23.687
H 17.676 13.644 25.588
H 15.930 14.240 25.566
H 17.268 15.450 25.829
H 17.698 16.302 20.194
H 17.456 17.008 21.825
H 16.397 15.670 21.271
O 16.990 15.982 14.282
S 17.607 14.721 14.572
O 17.011 13.872 15.581
O 17.462 13.998 13.178
C 17.701 12.507 13.105
C 16.336 11.900 13.146
C 19.337 14.895 14.693
H 18.473 12.172 13.767
H 18.123 12.457 12.107
H 16.385 10.800 13.130
H 15.773 12.147 12.256
H 15.696 12.141 14.000
H 19.543 15.646 15.418
H 19.668 15.036 13.668
H 19.819 13.979 15.079
O 15.335 15.701 30.125
S 16.258 14.752 29.600
O 17.549 15.147 29.073
O 16.613 13.768 30.706
C 15.599 13.215 31.612
C 15.653 11.698 31.442
C 15.577 13.752 28.397
H 14.620 13.638 31.417
H 15.951 13.461 32.684
H 15.424 11.427 30.363
H 14.871 11.236 32.060
H 16.598 11.427 31.812
H 15.180 14.343 27.557
H 14.853 13.100 28.820
H 16.416 13.129 28.161
O 11.876 9.875 26.159
S 12.226 8.951 25.080
O 11.151 8.343 24.322
O 13.349 9.673 24.178
C 13.559 11.101 24.276
C 14.385 11.364 25.584
C 13.269 7.589 25.614
H 12.593 11.618 24.192
H 14.095 11.379 23.384
H 13.732 11.428 26.461
H 15.001 12.250 25.559
H 15.131 10.565 25.712
H 12.774 7.122 26.434
H 14.246 7.987 25.954
H 13.348 6.996 24.682
O 22.920 18.917 24.614
S 22.769 18.498 26.007
O 22.534 19.542 26.972
O 21.577 17.528 25.923
C 20.876 17.091 27.102
C 19.475 16.780 26.617
C 24.088 17.562 26.586
H 20.850 17.842 27.899
H 21.373 16.154 27.437
H 19.381 15.991 25.845
H 18.940 17.621 26.267
H 18.970 16.391 27.518
H 23.882 17.220 27.591
H 24.979 18.234 26.554
H 24.270 16.642 26.019
O 27.819 16.864 20.246
S 26.927 16.715 21.399
O 26.974 17.710 22.442
O 25.479 16.720 20.866
C 25.097 16.147 19.593
C 24.164 17.060 18.796
C 27.183 15.140 22.119
H 24.470 15.316 19.789
H 25.967 15.798 18.979
H 23.472 17.362 19.528
H 23.857 16.397 17.985
H 24.729 17.930 18.349
H 26.424 15.115 22.894
H 28.143 15.313 22.594
H 27.090 14.334 21.413
O 20.644 8.636 22.358
S 21.168 9.973 22.331
O 21.715 10.510 23.536
O 22.327 9.994 21.320
C 23.230 11.159 21.281
C 23.646 11.503 19.872
C 19.935 10.972 21.718
H 24.084 10.937 21.879
H 22.742 12.003 21.709
H 23.886 12.574 19.847
H 22.982 11.214 19.073
H 24.581 11.063 19.630
H 19.820 10.701 20.664
H 20.314 11.995 21.845
H 19.088 10.914 22.359
O 13.622 18.558 27.009
S 14.294 17.857 25.940
O 14.685 16.497 26.233
O 13.536 17.783 24.630
C 12.794 18.979 24.230
C 11.694 18.829 23.140
C 15.681 18.778 25.404
H 13.599 19.553 23.831
H 12.396 19.455 25.110
H 11.270 19.824 22.978
H 10.858 18.200 23.526
H 12.023 18.499 22.162
H 15.401 19.827 25.117
H 16.230 18.351 24.590
H 16.234 18.868 26.317
*
```